Here is 7 unconnected molecules or ions with the total composition C6H29N2O6 in a non-equilibrium geometry from the OMol25 dataset. Energies are from ωB97M-V/def2-TZVPD.

electronic energy	-806.70513	Ha
HOMO	-12.15	eV
energy relative to the best compared isomer or geometry (same formula, charge and spin)	2.1195	eV

ORCA input file:
```
! wB97M-V def2-TZVPD RIJCOSX def2/J DEFGRID3
* xyz 1 1
N -0.736 -1.428 1.307
C -0.250 -0.836 0.027
C 0.734 -1.742 -0.652
C 0.554 0.489 0.374
N 0.012 1.306 1.450
C 1.297 3.304 0.715
C -0.037 2.757 1.151
C -1.099 2.937 0.034
H -1.476 -2.125 1.131
H 0.009 -1.818 1.900
H -1.193 -0.732 1.891
H -1.191 -0.662 -0.520
H 0.181 -2.508 -1.216
H 1.275 -1.235 -1.456
H 1.320 -2.171 0.172
H 0.559 0.881 -0.657
H 1.510 0.053 0.697
H 0.482 1.126 2.318
H 1.852 2.623 0.010
H 1.969 3.482 1.549
H 1.359 4.261 0.178
H -0.282 3.262 2.114
H -1.729 2.013 -0.086
H -1.849 3.669 0.417
H -0.841 3.271 -0.950
H 0.992 1.847 -1.929
H 0.682 1.987 -3.348
O 0.204 2.010 -2.506
H 4.456 -0.736 -1.660
H 3.050 -1.125 -2.193
O 3.592 -1.066 -1.404
H -2.842 0.702 2.367
H -4.078 -0.056 2.604
O -3.187 -0.202 2.267
H 2.610 -3.347 2.167
H 1.860 -2.970 3.409
O 1.688 -3.208 2.491
H -2.887 -2.486 -1.730
H -3.963 -2.105 -0.857
O -3.071 -2.472 -0.779
H -0.408 -0.054 -3.541
H 0.324 -1.141 -4.377
O 0.339 -0.660 -3.547
*
```



Here is 7 unconnected molecules or ions with the total composition C6H29N2O6 in a non-equilibrium geometry from the OMol25 dataset. Energies are from ωB97M-V/def2-TZVPD.

electronic energy	-806.62827	Ha
HOMO	-12.20	eV
energy relative to the best compared isomer or geometry (same formula, charge and spin)	4.2108	eV

ORCA input file:
```
! wB97M-V def2-TZVPD RIJCOSX def2/J DEFGRID3
* xyz 1 1
C 1.968 -1.527 0.158
N 1.371 -0.245 0.599
C 2.073 1.031 0.323
C 1.042 2.146 0.696
C 0.663 2.317 2.207
C 1.234 3.597 2.784
C 1.153 -2.040 -1.150
N -0.120 -1.181 -1.171
H 3.037 -1.372 -0.213
H 1.977 -2.409 0.841
H 0.775 -0.240 1.352
H 3.105 1.201 0.801
H 2.221 1.296 -0.705
H 0.125 1.983 0.166
H 1.451 3.135 0.507
H -0.408 2.375 2.150
H 1.055 1.380 2.833
H 0.634 4.487 2.434
H 2.209 3.761 2.366
H 1.210 3.635 3.904
H 1.742 -1.924 -1.916
H 0.831 -3.117 -1.001
H -0.741 -1.319 -0.311
H 0.003 -0.076 -1.105
H -0.684 -1.337 -1.996
H -2.531 -1.232 0.735
H -3.732 -1.162 -0.147
O -2.836 -1.643 -0.129
H 4.093 -0.884 -3.267
H 3.081 -0.030 -3.371
O 3.838 -0.096 -2.904
H -0.328 -3.805 -3.417
H -1.485 -3.544 -2.409
O -0.970 -3.181 -3.118
H -1.713 -1.180 -3.616
H -2.935 -0.511 -2.948
O -1.970 -0.395 -3.080
H -5.329 0.745 0.051
H -4.019 1.190 0.522
O -4.314 0.551 -0.139
H -1.739 -0.711 4.203
H -2.549 0.519 4.604
O -2.489 -0.188 3.879
*
```



Here is 10 unconnected molecules or ions with the total composition C6H29NO9 in a non-equilibrium geometry from the OMol25 dataset. Energies are from ωB97M-V/def2-TZVPD.

electronic energy	-977.81474	Ha
SMILES	C=C/C=C/CNC.O.O.O.O.O.O.O.O.O
HOMO	-8.82	eV
energy relative to the best compared isomer or geometry (same formula, charge and spin)	5.0890	eV

ORCA input file:
```
! wB97M-V def2-TZVPD RIJCOSX def2/J DEFGRID3
* xyz 0 1
C -3.596 0.076 0.107
N -2.129 0.205 0.162
C -1.529 0.262 -1.227
C 2.692 -0.985 -1.788
C 1.638 -1.516 -2.429
C 0.292 -1.059 -2.145
C -0.153 -0.244 -1.191
H -4.002 0.924 -0.421
H -4.004 -0.066 1.117
H -3.945 -0.879 -0.286
H -1.689 -0.516 0.690
H -1.630 1.335 -1.540
H -2.132 -0.350 -1.914
H 2.677 -0.226 -1.017
H 3.636 -1.482 -1.815
H 1.832 -2.333 -3.116
H -0.519 -1.497 -2.772
H 0.498 0.311 -0.461
H 0.732 3.333 1.644
H 0.681 2.271 2.886
O 1.172 2.580 2.127
H 1.640 -2.885 1.316
H 0.728 -3.971 1.529
O 1.582 -3.683 1.864
H -2.934 0.281 3.000
H -1.884 0.984 3.862
O -2.202 0.116 3.611
H 2.747 -0.032 1.088
H 1.866 1.387 1.389
O 2.149 0.663 0.808
H -0.416 3.673 0.137
H 0.873 4.276 -0.268
O 0.161 4.409 0.416
H 2.189 2.569 -0.778
H 3.079 2.838 0.592
O 2.611 3.174 -0.166
H -1.677 -2.480 -0.774
H -1.641 -3.832 -0.124
O -1.609 -3.413 -0.979
H -1.636 -2.309 2.427
H -1.102 -3.653 1.792
O -1.237 -2.718 1.657
H 1.597 0.978 -3.435
H 2.673 1.633 -2.500
O 1.920 1.852 -3.074
*
```



Here is a molecular structure, C6H2InO4 in a non-equilibrium geometry from the OMol25 dataset. Energies are from ωB97M-V/def2-TZVPD.

electronic energy	-720.53572	Ha
HOMO	-13.81	eV
energy relative to the best compared isomer or geometry (same formula, charge and spin)	0.2430	eV

ORCA input file:
```
! wB97M-V def2-TZVPD RIJCOSX def2/J DEFGRID3
* xyz 1 1
In 19.138 17.929 2.089
C 23.160 19.181 -0.234
C 21.954 18.533 0.234
C 20.898 18.119 -0.771
O 19.877 17.629 -0.309
C 21.238 18.248 -2.157
C 22.449 18.885 -2.627
C 23.424 19.420 -1.625
O 24.365 20.103 -1.928
O 22.712 18.801 -3.784
O 21.741 18.301 1.405
H 23.804 19.439 0.602
H 20.540 17.809 -2.863
*
```



Here is 11 unconnected molecules or ions with the total composition C6H30BNO13 in a non-equilibrium geometry from the OMol25 dataset. Energies are from ωB97M-V/def2-TZVPD.

electronic energy	-1304.11681	Ha
SMILES	COCB(C[C@@H]1CO1)OC#N.O.O.O.O.O.O.O.O.O.O
HOMO	-9.41	eV

ORCA input file:
```
! wB97M-V def2-TZVPD RIJCOSX def2/J DEFGRID3
* xyz 0 1
C 2.020 -0.693 -0.926
O 1.865 0.719 -1.236
C 1.182 0.930 -2.502
B -0.450 1.150 -2.328
C -1.401 -0.138 -2.601
C -2.789 0.003 -1.581
C -2.752 -1.013 -0.237
O -3.685 -1.219 -1.531
O -1.045 2.433 -1.977
C -0.375 2.999 -0.841
N -0.234 3.361 0.313
H 1.220 -1.333 -1.460
H 3.090 -1.087 -1.137
H 1.857 -0.798 0.217
H 1.554 1.872 -3.080
H 1.295 0.021 -3.211
H -1.912 -0.143 -3.633
H -0.935 -1.147 -2.329
H -3.267 1.099 -1.436
H -3.700 -1.072 0.406
H -1.984 -1.864 -0.218
O 4.727 -0.851 0.634
H 4.562 0.093 0.753
H 5.668 -0.951 0.831
O -4.198 -3.164 1.866
H -4.998 -3.702 1.837
H -4.382 -2.510 2.558
O 2.781 4.133 -3.467
H 2.223 4.765 -3.938
H 2.579 4.292 -2.534
O -4.778 -2.736 4.453
H -4.655 -3.631 4.797
H -4.312 -2.174 5.088
O 4.508 6.862 -2.737
H 4.172 5.986 -2.968
H 5.194 6.683 -2.081
O -4.681 -6.352 4.286
H -3.814 -6.203 3.888
H -5.302 -5.999 3.633
O 7.571 7.782 -3.133
H 7.787 8.283 -3.929
H 6.608 7.844 -3.071
O -6.934 -6.432 1.784
H -7.398 -5.865 1.155
H -7.607 -6.654 2.440
O 7.627 0.218 -0.074
H 8.496 0.372 -0.465
H 7.010 0.566 -0.731
O -3.001 -1.594 6.602
H -2.809 -2.050 7.431
H -2.196 -1.093 6.419
*
```



Here is 8 unconnected molecules or ions with the total composition C6H30N2O7 in a non-equilibrium geometry from the OMol25 dataset. Energies are from ωB97M-V/def2-TZVPD.

electronic energy	-882.75273	Ha
SMILES	CNCCC[C@H](C)N.O.O.O.O.O.O.O
HOMO	-8.96	eV
energy relative to the best compared isomer or geometry (same formula, charge and spin)	2.1730	eV

ORCA input file:
```
! wB97M-V def2-TZVPD RIJCOSX def2/J DEFGRID3
* xyz 0 1
C -0.713 -0.276 2.533
C -1.262 -1.404 1.659
C -0.137 -2.207 0.963
C 0.613 -1.272 0.018
C 1.867 -1.831 -0.667
N 2.961 -1.871 0.262
C 3.423 -0.580 0.808
N -2.152 -2.168 2.551
H -0.176 0.454 1.929
H -0.011 -0.668 3.259
H -1.475 0.420 2.887
H -1.844 -0.930 0.871
H 0.419 -2.649 1.793
H -0.600 -3.015 0.391
H -0.155 -0.880 -0.645
H 0.934 -0.388 0.565
H 1.572 -2.816 -1.047
H 2.009 -1.339 -1.642
H 3.802 -2.250 -0.140
H 2.749 0.269 0.706
H 3.584 -0.733 1.877
H 4.384 -0.317 0.371
H -1.703 -2.235 3.458
H -2.312 -3.089 2.171
H 0.914 2.742 -0.006
H 2.314 2.596 -0.751
O 1.732 2.197 -0.093
H -3.145 3.306 -0.601
H -2.404 2.736 -1.735
O -2.242 3.294 -0.953
H -0.246 -1.212 -2.184
H 0.266 -0.207 -3.288
O -0.280 -0.982 -3.117
H -1.978 0.555 -3.357
H -1.045 1.611 -2.810
O -1.970 1.474 -3.056
H -1.244 3.435 0.717
H -0.966 2.039 0.839
O -0.505 2.877 1.014
H -3.568 0.689 1.036
H -2.838 0.760 -0.476
O -2.955 1.086 0.418
H 1.855 0.282 -2.354
H 1.197 1.430 -1.632
O 1.329 1.069 -2.542
*
```



Here is 10 unconnected molecules or ions with the total composition C6H30NO10 in a non-equilibrium geometry from the OMol25 dataset. Energies are from ωB97M-V/def2-TZVPD.

electronic energy	-1053.81133	Ha
HOMO	-5.54	eV
energy relative to the best compared isomer or geometry (same formula, charge and spin)	1.2157	eV

ORCA input file:
```
! wB97M-V def2-TZVPD RIJCOSX def2/J DEFGRID3
* xyz -1 1
C 0.397 1.904 -0.078
O 1.316 1.751 -1.089
C 0.429 0.705 0.928
C -0.917 0.878 1.643
C -1.108 -0.244 2.630
C -1.786 -1.338 2.291
C -1.715 -2.506 3.267
N 1.607 0.698 1.817
H 0.560 2.790 0.575
H -0.632 1.991 -0.444
H 0.401 -0.244 0.387
H -1.731 0.795 0.910
H -1.019 1.884 2.097
H -0.547 -0.349 3.559
H -2.354 -1.410 1.369
H -2.178 -2.239 4.212
H -0.688 -2.845 3.466
H -2.258 -3.393 2.938
H 1.445 1.501 2.434
H 2.394 1.090 1.288
H 2.678 -0.877 2.395
H 2.576 -2.382 2.771
O 2.764 -1.517 3.134
H -2.099 -1.134 -2.611
H -0.927 -0.166 -2.341
O -1.854 -0.409 -2.019
H -1.769 1.367 -3.825
H -3.192 1.178 -3.433
O -2.632 1.818 -3.862
H 1.826 -1.751 -1.419
H 2.487 -3.135 -1.531
O 1.817 -2.657 -1.049
H 3.942 1.222 -1.782
H 2.756 0.845 -0.958
O 3.708 0.599 -1.095
H 1.049 0.149 -3.589
H 0.785 0.889 -2.143
O 0.332 0.402 -2.995
H 2.734 3.917 0.202
H 2.628 2.713 -0.791
O 3.243 3.451 -0.463
H -1.981 -3.406 -0.380
H -0.754 -4.009 -0.871
O -1.703 -4.138 -0.933
H -3.126 1.142 -1.336
H -3.405 2.457 -2.066
O -3.495 2.018 -1.213
*
```



Here is 9 unconnected molecules or ions with the total composition C6H30O9 in a non-equilibrium geometry from the OMol25 dataset. Energies are from ωB97M-V/def2-TZVPD.

electronic energy	-923.68854	Ha
SMILES	CC(C)O.CC(C)O.O.O.O.O.O.O.O
HOMO	-10.09	eV
energy relative to the best compared isomer or geometry (same formula, charge and spin)	3.1272	eV

ORCA input file:
```
! wB97M-V def2-TZVPD RIJCOSX def2/J DEFGRID3
* xyz 0 1
O -12.200 2.287 -0.375
H -11.428 2.211 0.186
H -12.899 2.567 0.215
O 1.272 3.144 -4.674
H 0.909 3.899 -5.137
H 2.050 2.905 -5.178
O -0.589 2.353 -9.562
H -0.853 1.548 -9.116
H 0.064 2.070 -10.202
O -13.516 -0.437 -4.136
H -13.308 0.190 -3.444
H -13.480 0.076 -4.943
O 1.178 1.720 -0.167
H 1.601 0.865 -0.236
H 1.002 1.975 -1.073
O -2.969 -1.556 -7.759
H -3.100 -2.502 -7.822
H -3.114 -1.354 -6.835
O -12.009 5.604 -4.228
H -12.236 5.122 -3.433
H -12.224 5.004 -4.943
C -6.341 1.285 -3.026
C -5.154 2.227 -3.293
C -5.017 3.366 -2.244
O -3.948 1.508 -3.318
H -6.458 0.413 -3.670
H -7.226 1.915 -3.113
H -6.296 1.022 -1.969
H -5.409 2.703 -4.240
H -4.735 3.028 -1.247
H -6.044 3.703 -2.108
H -4.520 4.183 -2.766
H -3.188 2.037 -3.573
C 0.793 9.147 -1.007
C 0.827 8.661 0.490
C 2.186 8.101 0.882
O 0.687 9.875 1.203
H -0.075 9.770 -1.224
H 0.845 8.369 -1.768
H 1.625 9.822 -1.211
H 0.071 7.883 0.593
H 2.967 8.860 0.935
H 2.436 7.339 0.144
H 2.171 7.595 1.848
H 0.411 9.682 2.102
*
```



Here is 11 unconnected molecules or ions with the total composition C6H31N2O10 in a non-equilibrium geometry from the OMol25 dataset. Energies are from ωB97M-V/def2-TZVPD.

electronic energy	-1108.92490	Ha
HOMO	-11.25	eV
energy relative to the best compared isomer or geometry (same formula, charge and spin)	2.0042	eV

ORCA input file:
```
! wB97M-V def2-TZVPD RIJCOSX def2/J DEFGRID3
* xyz 1 1
C 0.615 1.707 0.570
C -0.128 1.132 -0.627
C -0.617 -0.267 -0.399
C 0.139 -1.407 -0.453
N -0.675 -2.480 -0.117
C -1.873 -1.982 0.297
C -1.886 -0.625 0.125
N 1.999 1.145 0.599
H 0.117 1.524 1.527
H 0.600 2.796 0.630
H -0.926 1.825 -0.898
H 0.487 1.179 -1.521
H 1.145 -1.611 -0.782
H -0.175 -3.308 0.127
H -2.754 -2.574 0.488
H -2.756 -0.063 0.414
H 2.393 1.130 -0.353
H 2.645 1.737 1.117
H 2.020 0.175 0.909
H -3.172 1.653 3.312
H -2.236 0.721 2.381
O -3.088 1.162 2.494
H -2.157 -0.411 -3.587
H -2.036 0.814 -4.386
O -1.990 -0.142 -4.498
H 4.842 0.263 -0.579
H 4.474 -0.133 0.865
O 4.772 0.603 0.319
H 2.455 -1.488 -3.809
H 1.129 -0.902 -4.345
O 1.741 -0.880 -3.600
H 3.639 -1.866 1.978
H 2.111 -1.823 2.152
O 2.869 -1.337 1.763
H -4.542 2.828 0.063
H -3.523 2.002 0.966
O -3.621 2.589 0.193
H -2.012 -1.328 3.864
H -0.988 -1.546 2.593
O -1.454 -0.952 3.182
H -3.638 1.842 -2.559
H -2.897 1.459 -1.307
O -2.876 1.388 -2.274
H 3.426 1.840 -2.662
H 2.581 0.570 -2.724
O 2.797 1.323 -2.152
H 1.247 -2.078 3.985
H 0.799 -3.562 3.461
O 0.977 -2.643 3.257
*
```



Here is 9 unconnected molecules or ions with the total composition C6H31NO10 in a non-equilibrium geometry from the OMol25 dataset. Energies are from ωB97M-V/def2-TZVPD.

electronic energy	-1054.30759	Ha
SMILES	COCCNCCOC.O.O.O.O.O.O.O.O
HOMO	-8.66	eV
energy relative to the best compared isomer or geometry (same formula, charge and spin)	2.4407	eV

ORCA input file:
```
! wB97M-V def2-TZVPD RIJCOSX def2/J DEFGRID3
* xyz 0 1
C -5.045 2.158 2.268
O -4.228 1.931 1.182
C -4.794 2.148 -0.109
C -3.747 1.796 -1.064
N -2.671 2.775 -1.085
C -1.592 2.441 -1.982
C -0.970 1.090 -1.756
O -0.652 0.837 -0.375
C 0.429 1.612 0.142
H -5.007 3.239 2.438
H -4.628 1.685 3.143
H -6.015 1.687 2.147
H -5.068 3.201 -0.280
H -5.717 1.498 -0.149
H -4.147 1.750 -2.069
H -3.351 0.754 -0.828
H -2.329 2.896 -0.113
H -0.827 3.163 -1.797
H -1.966 2.638 -2.979
H -0.131 0.973 -2.487
H -1.672 0.239 -2.004
H 0.904 2.126 -0.687
H 1.139 0.840 0.414
H 0.018 2.268 0.982
O 1.079 -1.926 0.011
H 0.398 -1.243 0.017
H 1.854 -1.394 0.197
O 5.359 0.547 -1.152
H 4.664 0.350 -1.776
H 5.922 -0.184 -1.339
O -0.974 -2.677 3.482
H -0.076 -2.924 3.506
H -0.958 -2.055 4.195
O 1.866 -3.610 2.264
H 1.285 -4.331 2.449
H 1.407 -3.061 1.625
O 3.904 -1.145 -3.045
H 3.922 -1.424 -3.938
H 3.292 -1.778 -2.635
O 4.294 -2.209 2.606
H 4.913 -2.881 2.362
H 3.484 -2.689 2.861
O 3.403 -0.374 0.670
H 3.742 -0.960 1.398
H 4.170 -0.260 0.147
O 1.688 -3.124 -2.669
H 1.179 -2.630 -1.995
H 2.252 -3.761 -2.190
*
```



Here is 9 unconnected molecules or ions with the total composition C6H32N2O8 in a non-equilibrium geometry from the OMol25 dataset. Energies are from ωB97M-V/def2-TZVPD.

electronic energy	-959.09341	Ha
SMILES	CCN(CC)CCN.O.O.O.O.O.O.O.O
HOMO	-8.01	eV
energy relative to the best compared isomer or geometry (same formula, charge and spin)	4.8522	eV

ORCA input file:
```
! wB97M-V def2-TZVPD RIJCOSX def2/J DEFGRID3
* xyz 0 1
N 2.256 -0.249 -1.051
C 0.949 0.331 -1.185
C -0.135 -0.726 -0.784
N -1.503 -0.190 -0.830
C -1.832 0.878 0.162
C -1.561 2.308 -0.247
C -2.269 -0.130 -2.100
C -1.792 0.825 -3.208
H 2.524 -0.779 -0.270
H 2.408 -0.680 -1.908
H 0.656 0.642 -2.208
H 0.817 1.211 -0.595
H 0.108 -1.061 0.331
H 0.007 -1.658 -1.348
H -1.224 0.689 1.012
H -2.854 0.832 0.563
H -0.714 2.233 -1.021
H -2.486 2.824 -0.576
H -1.199 2.727 0.730
H -3.280 0.090 -1.734
H -2.348 -1.123 -2.447
H -0.808 0.325 -3.541
H -2.704 1.086 -3.981
H -1.518 1.825 -2.962
H 0.525 -2.560 2.517
H 0.113 -2.592 3.875
O 0.870 -2.519 3.363
H 3.506 1.405 -0.431
H 4.483 2.085 0.614
O 3.936 2.234 -0.153
H 0.232 2.018 3.105
H 0.934 0.689 3.495
O 0.118 1.283 3.766
H -2.035 -3.370 0.352
H -1.872 -1.830 0.894
O -1.408 -2.698 0.745
H 0.172 -4.657 1.964
H 1.669 -4.679 1.646
O 0.864 -4.825 1.253
H 0.612 3.854 1.527
H -0.656 4.036 1.884
O 0.109 3.629 2.260
H 0.943 -4.777 -1.741
H -0.070 -4.425 -0.509
O 0.017 -4.755 -1.321
H 2.093 2.646 0.220
H 1.947 4.139 -0.192
O 1.400 3.439 0.067
*
```